[1]
Molecular formula: C26H8BrCl53INO5
Method: DFT, the ωB97M-V functional and the def2-TZVPD basis

Summary:
LUMO: -0.0260 Eh
HOMO-LUMO gap: 9.108 eV
F_max: 4.1 eV/Å
HOMO: -9.817 eV

Each line ends with the Mulliken charge.
Geometry (Å):
O (4.4203, 2.9577, 2.4624)  -0.533
C (4.7427, 2.8977, 1.3024)  0.450
O (5.9545, 2.4181, 0.9884)  -0.352
C (3.8461, 3.3854, 0.2027)  -0.912
C (2.3905, 2.8977, 0.3459)  -0.983
C (1.8311, 2.2196, -0.8698)  1.182
C (2.3092, 1.1008, -1.4458)  -0.325
I (3.9394, 0.0826, -0.6244)  0.328
C (1.7368, 0.5983, -2.5318)  0.832
Br (2.3934, -0.9730, -3.3382)  -0.179
C (0.6934, 1.1708, -3.1116)  -0.216
C (0.2235, 2.2461, -2.5519)  0.259
C (0.7707, 2.7484, -1.4418)  -0.409
C (-0.0359, 3.9700, -1.0743)  -0.228
O (0.2879, 4.9767, -0.5138)  -0.500
N (-1.3272, 3.7347, -1.6807)  0.046
C (-2.2240, 2.8233, -0.9775)  -0.317
C (-3.0079, 3.4394, 0.1545)  0.241
O (-4.0659, 2.9773, 0.4729)  -0.491
Cl (-2.3284, 4.8008, 1.0237)  -0.094
C (-0.9453, 3.1192, -2.9326)  -0.058
O (-1.4294, 3.3349, -4.0124)  -0.543
H (6.1580, 2.6000, 0.0674)  0.334
H (4.2368, 3.0393, -0.7379)  0.543
H (3.8705, 4.4608, 0.2041)  0.332
H (1.8107, 3.7896, 0.4590)  0.404
H (2.2363, 2.3180, 1.2384)  0.583
H (0.2412, 0.7810, -4.0013)  -0.239
H (-2.9516, 2.4475, -1.6640)  0.461
H (-1.7220, 1.9515, -0.5514)  0.364
C (1.3563, -0.6705, -7.4113)  0.363
Cl (0.2103, -0.3014, -6.1140)  -0.107
Cl (0.7226, -0.0663, -8.9420)  -0.035
Cl (2.9024, 0.1081, -7.0735)  -0.103
Cl (1.5887, -2.4240, -7.4959)  -0.136
C (-3.4679, -1.2345, 2.9695)  0.146
Cl (-2.5300, -0.6540, 4.3486)  -0.058
Cl (-3.3162, -2.9902, 2.8309)  -0.067
Cl (-5.1663, -0.8180, 3.1896)  -0.073
Cl (-2.8568, -0.4813, 1.4919)  0.023
C (-4.5229, -2.0140, 7.5735)  0.316
Cl (-3.0688, -1.5417, 8.4567)  -0.064
Cl (-5.3001, -0.5775, 6.9141)  -0.081
Cl (-4.0759, -3.1091, 6.2624)  -0.050
Cl (-5.6474, -2.8391, 8.6625)  -0.097
C (-3.1963, 5.1310, 5.1879)  0.353
Cl (-4.5415, 4.5295, 4.2174)  -0.071
Cl (-3.7954, 5.7129, 6.7432)  -0.109
Cl (-2.0327, 3.8296, 5.4542)  -0.079
Cl (-2.4118, 6.4529, 4.3235)  -0.097
C (0.8121, -2.5144, 1.6839)  0.170
Cl (-0.3964, -3.3121, 0.6795)  -0.091
Cl (0.1868, -2.2731, 3.3172)  -0.019
Cl (2.2655, -3.5160, 1.7524)  -0.114
Cl (1.2339, -0.9515, 0.9657)  0.134
C (-3.3680, -0.5766, 12.4870)  0.323
Cl (-3.5876, 1.1729, 12.4032)  -0.099
Cl (-4.5874, -1.3708, 11.4923)  -0.026
Cl (-1.7582, -0.9952, 11.8891)  -0.106
Cl (-3.5276, -1.1105, 14.1623)  -0.103
C (-7.2755, -6.1275, 7.0649)  0.290
Cl (-5.7434, -6.0334, 7.9333)  -0.089
Cl (-7.1972, -5.1172, 5.6193)  -0.026
Cl (-7.5883, -7.8023, 6.6017)  -0.082
Cl (-8.5766, -5.5482, 8.1106)  -0.087
C (-10.8104, -6.0892, 4.2009)  0.319
Cl (-11.0272, -6.6105, 5.8730)  -0.066
Cl (-10.3840, -4.3757, 4.1750)  -0.080
Cl (-9.5213, -7.0314, 3.4489)  -0.080
Cl (-12.3120, -6.3349, 3.3049)  -0.107
C (1.5227, -3.1158, -12.1933)  0.288
Cl (2.8645, -2.6338, -13.2383)  -0.107
Cl (0.0306, -2.3661, -12.7716)  -0.105
Cl (1.3566, -4.8711, -12.2257)  -0.069
Cl (1.8383, -2.5801, -10.5412)  0.013
C (6.5804, 5.6497, 4.3137)  0.352
Cl (5.2714, 5.8930, 5.4727)  -0.110
Cl (6.0699, 6.2362, 2.7231)  -0.115
Cl (8.0046, 6.5571, 4.8379)  -0.117
Cl (6.9745, 3.9409, 4.2109)  -0.022
C (3.3554, -8.6418, -12.8046)  0.350
Cl (3.0290, -9.0258, -11.1124)  -0.097
Cl (3.9122, -6.9730, -12.9297)  -0.060
Cl (4.5967, -9.7311, -13.4274)  -0.104
Cl (1.8742, -8.8351, -13.7465)  -0.095
C (1.7917, 2.9892, -11.8010)  0.294
Cl (3.1124, 3.4836, -12.8615)  -0.101
Cl (0.2883, 3.7391, -12.3406)  -0.095
Cl (1.6242, 1.2328, -11.8507)  -0.016
Cl (2.1419, 3.4949, -10.1458)  -0.088
C (10.4018, 1.5451, 3.7646)  0.311
Cl (10.7153, -0.0629, 4.4245)  -0.102
Cl (10.2860, 2.7083, 5.0848)  -0.091
Cl (11.7255, 2.0068, 2.6900)  -0.103
Cl (8.8891, 1.5212, 2.8531)  -0.031

Cartesian forces, eV/Å:
0.0 -0.3 -0.5
-0.4 0.4 1.5
0.5 0.1 -0.1
0.0 -0.9 -0.2
0.4 0.6 -0.1
2.2 0.9 2.9
2.8 -1.4 1.8
0.5 0.3 0.1
1.5 -3.2 -1.6
0.0 -0.4 -0.3
-1.4 -1.7 -3.4
-2.9 2.7 -0.8
-1.9 3.1 0.7
0.2 -0.1 0.6
-0.1 -0.6 -0.3
-0.5 1.0 -0.6
0.4 0.7 0.6
-1.4 -0.4 0.4
0.8 0.4 -0.1
0.0 -0.2 -0.1
-0.1 -0.4 -0.9
0.2 -0.5 1.2
0.0 -0.2 -0.3
0.2 0.1 -0.6
0.1 0.5 0.1
-0.4 0.3 0.4
0.2 -0.5 0.4
0.0 -0.1 -0.1
-0.5 -0.1 -0.5
0.3 -0.2 0.1
-0.1 0.0 0.0
-0.1 -0.1 -0.4
-0.1 0.1 0.3
0.0 0.0 0.0
0.0 0.1 0.3
0.0 0.0 0.1
-0.1 0.1 0.0
0.0 0.0 0.0
0.0 0.0 0.0
0.0 0.0 -0.1
0.0 0.0 0.0
0.1 0.0 -0.1
0.0 0.1 0.0
-0.1 -0.1 0.0
0.0 0.2 0.0
-0.1 0.0 -0.1
0.0 -0.1 0.0
0.0 0.0 0.0
0.0 0.0 0.0
0.1 0.1 0.0
0.0 0.0 0.1
0.0 0.0 0.0
0.1 0.0 -0.2
0.1 0.0 0.0
-0.4 -0.1 0.2
0.0 0.0 0.0
0.0 0.0 0.0
0.0 0.0 0.2
0.0 0.0 0.0
0.0 0.0 0.0
0.0 0.0 0.0
0.0 -0.3 0.0
0.0 0.0 0.0
0.0 0.0 0.0
0.0 0.0 0.1
0.0 0.0 0.0
-0.1 0.0 -0.1
0.0 0.0 0.0
0.0 0.0 0.0
0.0 0.0 0.0
0.0 0.0 0.0
0.0 0.0 0.0
0.0 0.0 0.0
-0.1 0.1 0.0
0.1 -0.3 -0.5
0.0 -0.1 0.0
0.0 0.0 0.0
0.0 0.0 0.0
0.0 0.0 0.0
0.0 0.1 0.0
0.0 0.0 0.0
0.0 0.0 0.0
0.1 -0.1 0.0
0.0 0.0 0.0
0.0 0.0 0.0
0.0 0.0 0.0
0.0 0.0 0.0
0.0 0.0 0.0
0.0 -0.1 -0.1
0.0 0.0 0.0
0.0 0.0 0.0
0.0 0.0 0.0
0.0 0.0 0.0
0.0 0.0 0.0
0.0 0.0 0.0


[2]
Molecular formula: C27H16AsBCl5F4MnN6OS
Method: DFT, the ωB97M-V functional and the def2-TZVPD basis

Summary:
LUMO (alpha / beta): 0.0983 / 0.1199 Eh
total charge: -2
HOMO-LUMO gap (alpha / beta): 4.615 / 5.232 eV
F_max: 1.6 eV/Å
HOMO (alpha / beta): -1.941 / -1.969 eV
multiplicity: 5
⟨S²⟩: 6.11

Each line ends with the Mulliken charge.
Geometry (Å):
Mn (-0.2820, 0.0519, 0.8959)  -0.444
O (-2.2623, 0.7879, 0.7665)  0.148
N (-2.7813, 1.7252, 1.5469)  -0.252
C (-3.7399, 2.4987, 0.9941)  -0.152
C (-4.3640, 3.4736, 1.7163)  -0.897
C (-3.9745, 3.6643, 3.0487)  -0.093
C (-2.9743, 2.8953, 3.5827)  -0.760
C (-2.3201, 1.8910, 2.8282)  0.370
S (-1.0380, 0.9362, 3.3685)  -0.347
H (-3.9412, 2.2829, -0.0461)  0.296
H (-5.1249, 4.0787, 1.2452)  0.426
H (-4.4516, 4.4298, 3.6504)  0.350
H (-2.6281, 3.0368, 4.5976)  0.396
Cl (-3.1224, -1.6855, 2.6138)  -0.151
C (-1.7660, -2.5671, 1.9869)  0.826
C (-0.7410, -1.8969, 1.3403)  -0.839
C (0.2274, -2.7091, 0.7415)  1.436
Cl (1.4177, -1.9015, -0.2459)  -0.086
C (0.2522, -4.0932, 0.8314)  -0.490
Cl (1.4964, -5.0110, 0.0655)  -0.215
C (-0.7605, -4.7272, 1.5440)  0.551
Cl (-0.7660, -6.4464, 1.6942)  -0.211
C (-1.7787, -3.9617, 2.1078)  -0.176
Cl (-3.0632, -4.7600, 2.9456)  -0.212
F (0.7036, 4.1574, -2.0455)  -0.388
C (0.1566, 3.8224, -3.2310)  -0.245
C (0.3957, 4.6565, -4.3049)  0.250
F (1.1606, 5.7399, -4.0766)  -0.357
C (-0.1494, 4.4536, -5.5760)  0.402
C (-0.9105, 3.2819, -5.6454)  0.090
C (-1.1289, 2.4442, -4.5707)  0.288
F (-1.8258, 1.3088, -4.8101)  -0.378
C (-0.6389, 2.6900, -3.2973)  0.415
C (-0.9452, 1.8304, -2.1397)  0.225
C (-0.1825, 1.7532, -1.0095)  0.613
N (0.3663, 1.6767, 0.0503)  -0.800
C (-2.1829, 1.0170, -2.0577)  0.267
N (-3.3281, 1.4531, -2.3680)  -0.591
F (-1.4340, 2.8989, -6.8267)  -0.365
C (0.0498, 5.3542, -6.6985)  0.047
C (-0.7215, 5.2840, -7.8915)  0.175
N (-1.3435, 5.2828, -8.8713)  -0.750
C (1.0030, 6.4092, -6.6954)  0.210
N (1.7662, 7.2803, -6.7611)  -0.751
C (-0.4861, -1.1800, -2.9242)  -1.614
As (-1.5840, -0.7528, -1.3642)  1.307
C (-2.9087, -2.1516, -1.6711)  -1.431
C (-4.4992, 0.5963, -2.2612)  -1.023
H (-1.0841, -1.0735, -3.8276)  0.446
H (-0.1091, -2.1993, -2.8395)  0.494
H (0.3509, -0.4897, -2.9709)  0.376
H (-3.4090, -1.9625, -2.6155)  0.437
H (-3.6313, -2.2044, -0.8597)  0.374
H (-2.3700, -3.0968, -1.7258)  0.471
H (-4.6729, 0.0518, -3.1931)  0.362
H (-5.3778, 1.2189, -2.0923)  0.374
H (-4.4331, -0.1229, -1.4416)  0.279
B (3.6130, -0.2083, 3.6123)  0.213
C (2.3310, -0.1176, 2.6912)  -0.008
N (1.3942, -0.0949, 2.0232)  -0.443
H (3.9713, -1.3754, 3.5942)  -0.146
H (3.2902, 0.1416, 4.7338)  -0.146
H (4.4671, 0.5223, 3.1449)  -0.148

Cartesian forces, eV/Å:
-0.8 -0.3 1.4
0.0 -0.3 0.0
0.0 0.1 0.1
0.0 0.0 0.0
-0.1 0.0 0.0
0.1 0.0 0.1
0.0 0.0 0.0
0.0 -0.1 -0.1
0.0 0.2 0.0
0.1 0.0 0.0
0.0 0.0 0.0
0.0 0.0 0.0
0.0 0.0 0.0
0.0 -0.1 0.0
-0.2 0.1 0.1
0.4 -0.6 -0.5
0.0 0.1 0.1
0.2 -0.5 -0.1
0.1 0.0 0.0
-0.1 0.0 0.0
-0.1 0.1 0.0
0.0 0.0 0.0
0.0 0.0 0.0
0.0 0.0 0.0
0.0 0.0 0.1
0.1 0.2 0.1
0.0 0.0 0.2
0.0 0.0 0.0
0.0 0.2 -0.3
-0.1 -0.2 0.0
-0.1 -0.1 -0.3
0.0 0.0 0.0
-0.1 -0.3 0.3
-0.1 0.0 -0.2
0.4 0.4 0.5
-0.4 0.5 -1.4
0.0 0.4 0.2
-0.1 -0.2 0.0
0.0 0.0 0.0
0.0 0.1 -0.2
0.0 0.0 0.2
0.1 0.0 0.1
-0.1 -0.2 0.0
-0.1 -0.1 0.0
0.1 -0.2 0.0
0.2 0.4 -0.5
0.0 -0.1 0.3
0.2 0.1 -0.1
0.0 0.0 0.0
0.0 0.0 0.0
0.0 0.0 0.0
0.0 0.0 -0.1
0.0 0.0 0.0
0.0 0.0 0.0
0.0 0.0 0.0
0.0 0.1 0.0
0.0 0.0 0.1
0.1 0.0 0.1
0.3 -0.1 0.3
0.0 0.0 -0.1
0.0 0.1 0.0
0.0 0.0 -0.1
-0.1 0.0 0.0


[3]
Molecular formula: C27H17ClF5N5OSbSe4Ti
Method: DFT, the ωB97M-V functional and the def2-TZVPD basis

Summary:
LUMO (alpha / beta): 0.1442 / 0.1442 Eh
total charge: -2
HOMO-LUMO gap (alpha / beta): 5.515 / 5.629 eV
F_max: 1.5 eV/Å
HOMO (alpha / beta): -1.591 / -1.704 eV
energy relative to the best compared isomer or geometry (same formula, charge and spin): 118.36 kJ/mol
multiplicity: 2
⟨S²⟩: 0.75

Each line ends with the Mulliken charge.
Geometry (Å):
Ti (0.0792, -0.2825, -0.4788)  0.669
N (0.9142, 0.7033, -4.6675)  0.117
C (0.6308, 0.0228, -3.5400)  -0.467
N (0.5846, 0.5559, -2.3811)  0.374
C (0.9004, 1.9434, -2.2197)  0.082
N (1.0377, 2.4498, -1.0543)  -1.387
N (0.8362, 1.5309, -0.0523)  1.476
C (1.0676, 1.8607, 1.2296)  -0.948
C (0.8529, 0.9615, 2.2305)  0.752
C (1.3686, 1.1317, 3.5729)  -1.315
C (1.6744, 0.0557, 4.3171)  -0.707
C (1.5829, -1.2611, 3.6785)  -1.036
C (0.9560, -1.4290, 2.5173)  -0.146
N (0.1670, -0.3319, 1.9350)  2.269
C (1.0879, 2.7511, -3.4420)  0.484
C (1.2708, 4.1307, -3.4355)  -0.205
C (1.4669, 4.8299, -4.6123)  -0.783
C (1.4818, 4.1538, -5.8320)  -0.346
C (1.2985, 2.7847, -5.8602)  -0.897
C (1.1024, 2.0923, -4.6716)  0.072
H (0.9392, 0.1850, -5.5283)  0.256
H (0.4536, -1.0457, -3.6402)  0.204
H (1.4935, 2.8353, 1.4631)  0.255
H (1.5812, 2.1381, 3.9239)  0.386
H (2.0953, 0.1608, 5.3096)  0.370
H (2.1020, -2.1131, 4.1032)  0.452
H (0.9468, -2.3673, 1.9787)  -0.132
H (1.2569, 4.6346, -2.4766)  0.467
H (1.6089, 5.9031, -4.5864)  0.381
H (1.6338, 4.6938, -6.7586)  0.380
H (1.3038, 2.2463, -6.8020)  0.369
Se (1.0506, -4.9324, 0.4055)  -0.769
Sb (1.1250, -3.1613, -1.2682)  0.491
Se (2.4680, -1.2042, -0.4144)  -0.693
Se (-1.1897, -2.2199, -1.5332)  -0.809
Se (1.9400, -3.7181, -3.5053)  -0.786
F (-5.7613, 3.8545, -2.0210)  -0.344
C (-4.7306, 3.0866, -1.6117)  0.658
C (-4.2127, 3.2084, -0.3452)  0.179
F (-4.7279, 4.1205, 0.5004)  -0.335
C (-3.1537, 2.4095, 0.0577)  0.243
F (-2.6653, 2.6421, 1.2878)  -0.364
C (-2.5776, 1.4220, -0.7584)  -0.198
O (-1.6076, 0.6687, -0.3404)  0.330
C (-3.0969, 1.3717, -2.0558)  -0.051
F (-2.5872, 0.5517, -2.9923)  -0.331
C (-4.1562, 2.1696, -2.4608)  0.111
F (-4.6196, 2.0533, -3.7190)  -0.329
Cl (-5.1295, -4.4661, 0.6352)  -0.298
C (-3.9624, -3.2727, 1.2057)  0.605
C (-4.3702, -1.9627, 1.3768)  -0.998
C (-3.4426, -1.0254, 1.8136)  -0.091
C (-2.1254, -1.3796, 2.0871)  0.238
C (-1.1675, -0.3369, 2.6160)  -1.524
C (-1.7523, -2.7108, 1.9089)  0.179
C (-2.6611, -3.6580, 1.4606)  -1.098
H (-5.3915, -1.6778, 1.1584)  0.403
H (-3.7537, -0.0003, 1.9523)  0.380
H (-0.9824, -0.5395, 3.6723)  0.644
H (-1.5820, 0.6574, 2.5275)  0.258
H (-0.7333, -3.0326, 2.0743)  0.449
H (-2.3385, -4.6754, 1.2804)  0.403

Cartesian forces, eV/Å:
0.0 -0.4 0.6
0.1 0.3 -0.3
0.0 -0.3 -0.1
0.0 1.1 0.3
0.0 -0.2 -0.6
0.1 -0.1 0.8
0.4 0.9 0.0
0.1 0.0 -0.5
-0.2 -0.4 0.4
-0.1 0.2 -0.4
0.0 -0.5 0.0
0.1 0.2 0.3
-0.1 0.3 -0.3
0.6 0.3 0.0
0.0 -0.2 0.2
0.0 0.1 0.2
0.0 0.0 -0.2
0.0 0.1 0.1
0.0 -0.1 -0.1
-0.1 -0.5 0.0
0.0 0.0 0.0
0.0 0.0 0.0
0.0 0.0 0.0
0.0 0.0 0.0
0.0 0.0 0.0
0.0 0.1 0.0
0.2 0.1 0.0
0.0 0.0 0.0
0.0 0.0 0.0
0.0 0.0 0.0
0.0 0.0 0.0
0.0 0.1 0.1
0.2 -0.7 -0.3
0.1 -0.3 -0.1
0.0 -0.5 -0.2
0.0 0.1 0.0
0.0 0.0 0.0
-0.2 0.1 -0.2
0.3 -0.1 0.3
0.0 0.0 0.0
-0.4 0.4 0.1
0.1 -0.3 0.1
0.9 -0.3 0.3
-1.3 0.6 -0.1
-0.5 0.0 -0.7
0.1 0.0 0.4
0.2 -0.3 -0.3
0.0 0.0 0.1
0.2 0.2 0.1
-0.1 -0.1 0.0
0.0 0.1 0.0
0.0 -0.1 0.0
0.0 -0.1 0.1
0.1 -0.4 -0.1
-0.1 0.0 0.0
0.0 -0.1 0.0
0.0 0.0 0.0
0.0 0.2 -0.1
-0.1 0.1 0.2
-0.2 0.2 -0.2
-0.3 -0.1 0.0
0.0 0.0 0.0


> Which of these has the lowest F_max?

C27H17ClF5N5OSbSe4Ti


> F_max of number 2 (C27H16AsBCl5F4MnN6OS)?

1.6 eV/Å